{"formula": "C3H6N2O", "method": "ωB97M-V/def2-TZVPD", "symbols": ["O", "N", "N", "C", "C", "C", "H", "H", "H", "H", "H", "H"], "coordinates": [[-2.04433, -0.17293, 0.47772], [0.11888, 0.07176, -0.25818], [1.09684, 0.70778, -2.03183], [-0.09250, 0.51252, -1.46012], [-0.84428, -0.24483, 0.66338], [-0.18634, -0.68542, 1.95499], [-1.03985, 0.71106, -1.97359], [0.55382, -1.47015, 1.75512], [-0.94139, -1.03444, 2.65479], [1.67290, 0.40367, -1.21911], [1.33486, 1.04449, -2.94855], [0.37139, 0.15650, 2.38539]], "forces_ev_per_a": [[0.10, -0.09, 0.22], [-0.32, -0.02, 0.06], [0.05, -0.12, 0.29], [0.07, -0.14, 0.40], [-0.43, 0.00, 0.07], [-0.22, -0.06, 0.13], [0.20, -0.09, 0.25], [-0.25, 0.14, -0.02], [0.06, 0.00, 0.07], [0.98, 0.56, -1.55], [-0.05, -0.07, 0.19], [-0.19, -0.12, -0.10]], "max_force_ev_per_a": 1.9, "lumo_energy_ev": 0.90, "smiles": "CC(=O)/N=C/N"}



{"formula": "C6H18NS", "method": "ωB97M-V/def2-TZVPD", "symbols": ["S", "N", "C", "C", "C", "C", "C", "C", "H", "H", "H", "H", "H", "H", "H", "H", "H", "H", "H", "H", "H", "H", "H", "H", "H", "H"], "coordinates": [[0.22253, -1.02285, -1.64815], [0.56758, -0.03415, 1.28990], [-1.32854, -0.12385, -2.14732], [0.34849, 3.63820, 0.85039], [0.06090, 2.15745, 0.64544], [0.84354, 1.35848, 1.70262], [-0.49750, -2.77597, -1.32212], [0.42467, -3.55978, -0.29773], [0.09485, 3.83342, 1.90961], [0.51463, 1.47908, 2.73340], [1.46712, -3.62465, -0.64348], [-1.50245, -2.62342, -0.96580], [0.42283, 1.86753, -0.33936], [1.93474, 1.51273, 1.63950], [-0.37857, -0.27829, 1.53632], [-0.99885, 1.91291, 0.71903], [-0.34587, 4.18260, 0.20296], [-0.48313, -3.32990, -2.27317], [0.03855, -4.57651, -0.08736], [0.58962, -0.26110, 0.26808], [1.14550, -0.76401, 1.71018], [1.39874, 3.89377, 0.64680], [-2.16787, -0.27689, -1.45399], [-1.13518, 0.96546, -2.23435], [-1.62536, -0.48591, -3.15045], [0.38906, -3.06436, 0.70905]], "forces_ev_per_a": [[0.31, 0.25, 0.32], [0.33, -1.62, 1.00], [-0.16, -0.19, -0.56], [-0.92, -0.24, 0.48], [1.24, 0.66, 1.04], [0.12, 0.02, -1.25], [1.16, -0.52, 0.12], [-1.15, 0.76, 0.22], [0.24, 0.51, -0.49], [-0.07, 0.17, -0.07], [-0.35, 0.11, 0.07], [-0.42, -0.30, 0.23], [0.02, -0.35, -0.30], [-0.52, 0.08, -0.06], [-0.61, -0.05, 0.20], [-0.15, 0.12, 0.03], [0.38, 0.35, 0.14], [-0.24, 0.32, 0.26], [0.17, 0.44, -0.46], [0.15, 0.32, -0.99], [0.16, 0.16, 0.17], [-0.43, -0.06, 0.01], [0.21, -0.08, 0.02], [0.23, -0.85, 0.18], [0.06, 0.15, 0.45], [0.25, -0.14, -0.77]], "spin_multiplicity": 2, "max_force_ev_per_a": 1.9, "lumo_energy_ev": [0.17, 0.02]}



{"formula": "C24H36BeP2Si", "method": "ωB97M-V/def2-TZVPD", "symbols": ["P", "P", "Si", "C", "C", "C", "C", "C", "C", "C", "C", "C", "C", "C", "C", "C", "C", "C", "C", "C", "C", "C", "C", "C", "C", "C", "C", "Be", "H", "H", "H", "H", "H", "H", "H", "H", "H", "H", "H", "H", "H", "H", "H", "H", "H", "H", "H", "H", "H", "H", "H", "H", "H", "H", "H", "H", "H", "H", "H", "H", "H", "H", "H", "H"], "coordinates": [[0.91316, -1.26932, 2.58962], [-0.71850, 0.19589, 4.74079], [-0.46879, -0.93345, -3.31516], [-3.11798, 2.55652, -4.94889], [1.90368, 0.34577, -3.98136], [1.22413, 2.36513, 2.20244], [1.19235, -0.85831, -4.11670], [3.08514, -1.82394, -5.29433], [1.08411, -3.02785, 3.08470], [-2.07995, 2.06318, -5.74671], [-0.60783, -0.10841, -0.71123], [3.20838, 0.45409, -4.48550], [0.06200, 2.13748, 1.37410], [1.96185, -1.32277, 1.07319], [-1.30945, 0.97994, -5.30191], [-0.96292, -1.31779, 2.37531], [-2.67535, 0.83657, -3.29885], [-1.55357, 0.40794, -4.03621], [-1.64150, 0.67623, 6.18834], [1.78730, -1.94038, -4.78579], [-3.41792, 1.93711, -3.73273], [-0.96893, 1.61669, 2.21304], [0.95510, 2.03438, 3.49810], [0.88966, -0.39253, 5.29665], [-0.48105, 1.66271, 3.66125], [3.79921, -0.62730, -5.13882], [-1.60539, -1.02650, 3.75359], [-0.32544, 0.26579, 1.00466], [3.00212, -1.41019, 1.43593], [1.60126, 2.14819, 4.37335], [2.16606, 2.77837, 1.83580], [1.88805, -0.40332, 0.46930], [0.81992, -1.40758, 5.70200], [3.54927, -2.66300, -5.81817], [-4.24734, 2.29313, -3.11740], [4.81771, -0.53820, -5.53844], [-3.71708, 3.40005, -5.29334], [0.39728, 0.03056, -1.11825], [-1.14363, 1.52633, 6.68839], [-1.87774, 2.50610, -6.71978], [1.71716, -2.20543, 0.46892], [-0.51692, 0.58301, -5.94308], [-1.67256, -0.15954, 6.88511], [-0.08982, 2.62518, 0.40234], [-1.06232, 2.42223, 4.23188], [-1.20343, -2.11980, -3.84658], [1.64731, -0.38938, 4.48464], [-0.99970, -1.12319, -0.62792], [1.28413, -3.63223, 2.18967], [3.75154, 1.39417, -4.36573], [1.44536, 1.19961, -3.47974], [-1.33418, 0.59984, -1.08934], [-1.16120, -2.34585, 2.03292], [-1.45138, -0.62876, 1.61095], [-2.94881, 0.30636, -2.38575], [1.91730, -3.13143, 3.78070], [-1.70450, -1.93242, 4.37623], [1.26106, 0.28557, 6.07567], [-2.02995, 1.73605, 2.00992], [1.23036, -2.86936, -4.90448], [-0.34171, -1.69996, -2.04653], [-2.63215, -0.62737, 3.60752], [-2.66080, 0.96532, 5.91055], [0.16787, -3.39994, 3.56119]], "forces_ev_per_a": [[0.64, 0.17, -0.64], [1.13, 0.65, -1.36], [-0.59, -2.99, -1.03], [0.14, -0.17, 0.01], [0.63, -0.45, -0.36], [-0.77, 0.12, -0.69], [0.53, 0.50, -0.10], [-0.06, 0.15, 0.07], [-0.06, -0.33, -0.06], [-0.16, -0.41, 0.30], [-0.20, 0.66, 3.30], [-0.24, 0.08, 0.09], [3.19, 0.21, -1.33], [-0.29, -0.31, -0.64], [-0.09, 0.20, 0.40], [-0.09, -0.99, -1.11], [0.30, 0.50, -0.59], [-0.49, 0.70, 0.69], [-0.25, -0.03, 0.48], [0.37, 0.35, 0.05], [-0.17, -0.28, -0.03], [-2.35, -2.32, 0.39], [0.77, 0.39, 0.99], [0.90, -0.02, 1.02], [-0.51, 0.94, -0.41], [-0.08, -0.09, -0.03], [-0.66, -0.55, 0.09], [-0.23, 3.57, -0.01], [-0.43, 0.01, 0.01], [-0.01, 0.04, -0.50], [-0.25, -0.24, 0.12], [0.08, -0.40, 0.34], [-0.01, 0.10, 0.07], [-0.17, 0.24, 0.16], [0.19, -0.06, -0.27], [-0.48, -0.05, 0.19], [0.20, -0.17, 0.12], [-0.37, -0.36, -0.26], [-0.16, -0.34, -0.38], [-0.04, -0.07, 0.18], [0.19, 0.24, -0.18], [-0.12, 0.22, 0.32], [-0.14, 0.00, 0.13], [0.07, -0.20, 0.55], [0.00, 0.01, 0.28], [-0.04, -0.16, -0.90], [-0.93, 0.36, 0.89], [0.15, 0.44, -0.62], [-0.08, -0.01, 0.27], [-0.10, -0.30, -0.07], [0.11, -0.15, -0.11], [-0.06, 0.05, -0.09], [-0.29, 0.24, 0.21], [-0.01, -0.96, 1.14], [0.08, 0.34, -0.14], [0.01, -0.11, -0.02], [-0.02, 0.10, -0.41], [-0.31, -0.15, 0.20], [0.09, 0.74, 0.23], [0.14, 0.18, 0.01], [0.40, 0.21, -1.09], [0.51, -0.11, 0.09], [0.20, -0.01, 0.05], [0.28, 0.09, -0.01]], "max_force_ev_per_a": 3.6, "lumo_energy_ev": 0.19}



{"formula": "C31H29BrCsFN5O5", "method": "ωB97M-V/def2-TZVPD", "symbols": ["Cs", "Br", "F", "O", "O", "O", "O", "O", "N", "N", "N", "N", "N", "C", "C", "C", "C", "C", "C", "C", "C", "C", "C", "C", "C", "C", "C", "C", "C", "C", "C", "C", "C", "C", "C", "C", "C", "C", "C", "C", "C", "C", "C", "C", "H", "H", "H", "H", "H", "H", "H", "H", "H", "H", "H", "H", "H", "H", "H", "H", "H", "H", "H", "H", "H", "H", "H", "H", "H", "H", "H", "H", "H"], "coordinates": [[-0.21793, 3.57862, -0.32652], [0.39311, 9.51442, 4.70004], [2.79739, -3.19252, -2.50736], [0.37129, 0.98603, -1.25512], [1.12303, 6.31920, 0.57926], [-1.98783, 2.95382, -2.32263], [1.17873, 4.16298, 2.09851], [-2.70868, 2.20709, -0.35033], [0.84754, -4.96999, -3.55669], [0.72662, -6.95334, -5.08293], [1.01524, 4.22291, 6.29816], [1.16196, 3.02778, 4.42933], [-2.44124, -1.53406, -2.76736], [1.15469, 2.30677, 7.94778], [2.19018, -5.33809, -3.95370], [1.51598, -2.76427, -2.60868], [1.21467, 2.16575, 5.50695], [-0.76519, -3.23169, -3.19972], [-3.85608, -3.62829, -2.55263], [1.12578, 2.90237, 6.69336], [0.96988, 7.45566, -0.26447], [-2.28687, 2.05876, -1.50678], [1.04023, 4.23464, 4.93278], [1.36834, 0.18000, 6.79212], [-4.78787, -2.45145, -2.59203], [0.94871, 5.44791, 4.11825], [-1.86168, 0.64421, -1.89946], [0.96485, 6.50619, 1.92364], [2.12428, -6.73719, -4.58368], [1.33852, 0.77775, 5.55049], [-0.48313, 0.24606, -1.75851], [-3.47004, -2.37990, -3.30397], [1.03156, 5.34167, 2.72450], [0.18402, -6.06659, -2.86222], [0.55039, -3.64435, -3.11486], [0.76827, 6.70650, 4.70529], [-0.14412, -1.08703, -2.25887], [-1.13778, -1.95665, -2.74139], [-2.74774, -0.25061, -2.38679], [1.27771, 0.93254, 7.97194], [0.75694, 7.73381, 2.52481], [0.66417, 7.82221, 3.91324], [1.18578, -1.50142, -2.20067], [-0.24351, -7.08467, -3.92365], [1.50567, 8.31588, 0.13495], [1.38488, 7.15952, -1.22391], [0.67488, -7.77205, -5.68866], [-0.20067, -8.12143, -3.59277], [-3.79286, -0.00226, -2.49955], [0.84525, -6.53264, -2.11957], [-3.49154, -2.41814, -4.38891], [2.29643, -7.52919, -3.85503], [-0.08713, 7.71695, -0.37285], [0.93837, 5.03178, 6.88845], [1.08483, 2.88165, 8.85985], [0.69299, 6.81382, 5.77737], [-1.22966, -6.87624, -4.33719], [-3.34150, -3.80107, -1.61780], [0.44686, -6.13076, -5.62187], [2.91623, -5.38851, -3.13415], [1.46425, -0.89489, 6.85926], [-0.68641, -5.69288, -2.32774], [-1.48702, -3.90699, -3.63333], [-4.89955, -1.88129, -1.68241], [-4.11646, -4.50088, -3.13592], [2.81270, -6.86991, -5.41541], [1.21441, 3.44349, 2.78923], [1.30563, 0.41868, 8.92273], [1.93336, -0.83007, -1.80348], [2.55524, -4.60142, -4.67147], [1.40812, 0.19750, 4.64119], [0.66815, 8.63174, 1.93525], [-5.66563, -2.52397, -3.21566]], "forces_ev_per_a": [[0.57, 0.92, 0.28], [-0.02, 0.09, 0.05], [0.02, 0.10, 0.06], [0.10, -0.61, -0.21], [-0.09, -0.01, 0.38], [-0.33, -0.28, -0.52], [0.26, -0.03, 0.18], [-0.40, -0.29, 0.33], [-0.21, 0.00, 0.22], [-0.14, -0.03, 0.02], [-0.01, -0.02, -0.25], [-0.03, 0.12, -0.16], [-0.06, -0.05, 0.00], [0.00, -0.05, -0.03], [0.36, -0.01, -0.10], [-0.13, -0.02, -0.02], [0.03, -0.06, 0.15], [0.21, 0.25, 0.11], [-0.02, 0.22, -0.08], [-0.01, 0.05, 0.10], [-0.08, -0.08, 0.12], [0.21, -0.11, -0.30], [0.03, 0.10, -0.03], [0.00, -0.04, -0.01], [0.15, -0.09, -0.14], [-0.04, 0.11, -0.19], [-0.50, -0.48, -0.37], [-0.02, -0.07, 0.16], [-0.09, -0.12, -0.04], [-0.01, 0.10, -0.02], [0.00, 0.79, 0.19], [-0.19, -0.09, 0.02], [0.07, 0.11, 0.08], [0.02, 0.07, 0.06], [0.07, -0.17, -0.14], [-0.03, 0.03, -0.01], [-0.04, -0.17, 0.10], [0.23, -0.09, -0.02], [0.02, 0.21, 0.09], [0.01, -0.06, 0.05], [0.01, -0.05, -0.02], [0.03, -0.18, -0.09], [-0.03, -0.31, -0.11], [0.09, -0.05, -0.28], [0.16, -0.02, -0.18], [-0.03, 0.11, -0.02], [-0.03, 0.05, 0.01], [-0.01, 0.06, 0.10], [-0.03, 0.06, 0.00], [-0.01, 0.01, -0.02], [-0.01, -0.02, 0.02], [0.07, 0.05, -0.03], [0.05, -0.02, 0.01], [0.00, -0.08, 0.05], [0.00, 0.04, 0.03], [-0.01, 0.02, 0.03], [0.00, 0.00, 0.10], [0.01, -0.08, 0.00], [0.05, -0.02, 0.01], [-0.11, 0.05, -0.01], [0.00, -0.02, 0.03], [0.00, -0.07, -0.05], [-0.10, 0.05, 0.01], [-0.03, 0.03, 0.02], [0.04, -0.06, 0.06], [0.02, 0.07, 0.04], [0.03, 0.08, 0.10], [0.00, 0.01, 0.03], [0.01, 0.06, 0.02], [0.01, -0.08, 0.01], [0.00, 0.01, -0.03], [-0.02, 0.04, 0.02], [-0.07, 0.05, 0.05]], "max_force_ev_per_a": 1.1, "lumo_energy_ev": -3.12, "total_charge": 1}